Model i:
# C3H4N2S2

A single C3H4N2S2 molecule (ωB97M-V/def2-TZVPD, the Open Molecules 2025 dataset).

Element x y z (Å)
C -1.09415 -0.20590 -0.22789
C -0.42484 1.04666 -0.15537
C 1.13458 -0.31544 -0.13067
H -2.85017 0.58832 -0.30883
H -1.04139 2.04041 0.10915
H 3.10574 0.52564 0.67841
H 0.04918 -1.94852 0.23459
N 0.89716 1.00708 0.05307
N 0.07101 -0.99161 -0.33444
S -2.62262 -0.87216 0.09228
S 2.77550 -0.87450 -0.01030

Results
* HOMO: -7.6 eV
* SMILES: Sc1cnc(S)[nH]1
* multiplicity: 1

Löwdin atomic charge list, values in e, 8 entries:
1. C -0.777
2. C -0.225
3. C -0.897
4. H 0.021
5. H 0.140
6. H 0.042
7. H 0.212
8. N 0.025



Model ii:
# C3H4N2S2

2 unconnected molecules or ions with the total composition C3H4N2S2 (ωB97M-V/def2-TZVPD, the Open Molecules 2025 dataset).

Element x y z (Å)
C -1.68475 0.86880 -0.56216
C -2.58197 -0.85146 0.90828
C -0.98918 0.60189 0.57651
N -1.58476 -0.28039 1.40602
N 1.84493 0.01480 -0.80045
S -2.94554 -0.27479 -0.72330
S 0.38918 1.44770 1.16929
H -1.45678 1.60913 -1.23404
H -3.29475 -1.50238 1.35609
H 2.73789 0.48498 -0.76188
H 2.07674 -0.83343 -0.31820

Results
* HOMO (spin up / spin down): -8.7 / -8.7 eV
* multiplicity: 1

Löwdin atomic charge list, values in e, 8 entries:
1. C -0.408
2. C -0.431
3. C -0.926
4. N -0.046
5. N 0.042
6. S 0.999
7. S 0.777
8. H 0.046



Model iii:
# C3H4N2S2

A single C3H4N2S2 molecule (ωB97M-V/def2-TZVPD, the Open Molecules 2025 dataset).

Element x y z (Å)
C 1.19289 -0.22984 -0.06386
C 0.75190 1.04759 -0.04387
C -0.97915 -0.32688 -0.16444
H 2.45403 -2.15186 0.05746
H 1.26862 1.91516 0.13552
H -1.26338 1.74472 -0.30083
H -3.09926 -0.08831 0.83749
N -0.63334 0.96298 -0.14644
N 0.13148 -1.06925 -0.17561
S 2.83759 -0.83485 -0.05696
S -2.66137 -0.96945 -0.07845

Results
* HOMO: -8.2 eV
* SMILES: Sc1c[nH]c(S)n1
* multiplicity: 1

Löwdin atomic charge list, values in e, 8 entries:
1. C -0.747
2. C -0.115
3. C -0.728
4. H -0.103
5. H 0.084
6. H 0.155
7. H -0.147
8. N 0.037



Going by the energies, model iii is most stable and the next is 61.9 kcal/mol up.



Model i:
# C2H3O3S

A molecular structure, C2H3O3S (ωB97M-V/def2-TZVPD, the Open Molecules 2025 dataset).

Element x y z (Å)
C -0.63050 0.30264 -1.15524
C -1.42959 -1.35878 -0.00805
O -2.61031 -1.63805 -0.03699
O -1.73449 2.49559 -0.73965
O -0.61128 -1.14482 -1.05367
S -1.90348 1.05501 -0.38859
H 4.87400 0.88175 0.90296
H -1.08255 -1.03760 0.96831
H 5.12820 0.44426 1.51093

Results
* HOMO: -3.6 eV
* charge: -1
* multiplicity: 1

Löwdin atomic charge list, values in e, 8 entries:
1. C -0.354
2. C -0.571
3. O -0.015
4. O -0.720
5. O -0.183
6. S 0.736
7. H 0.004
8. H 0.107



Model ii:
# C2H3O3S

A molecular structure, C2H3O3S (ωB97M-V/def2-TZVPD, the Open Molecules 2025 dataset).

Element x y z (Å)
C 1.08798 0.33063 0.80221
C -0.22765 0.51931 -0.95113
O -0.61998 -2.05381 0.12631
O -1.95177 -0.00926 1.54944
O 1.15653 0.35654 -0.66137
S -0.49558 -0.64231 0.50403
H 1.86087 -0.35734 1.21421
H -0.38426 1.60667 -0.68858
H -0.42614 0.24957 -1.89512

Results
* HOMO: -3.3 eV
* charge: -1
* multiplicity: 1

Löwdin atomic charge list, values in e, 8 entries:
1. C -0.279
2. C -0.274
3. O -0.462
4. O -0.632
5. O -0.366
6. S 0.852
7. H 0.003
8. H 0.112



Going by the energies, model i is most stable and the next is 50.5 kcal/mol up.



Model i:
# H6O3

3 unconnected molecules or ions with the total composition H6O3 (ωB97M-V/def2-TZVPD, the Open Molecules 2025 dataset).

Element x y z (Å)
O 16.96507 10.77116 -18.67161
H 16.49951 11.33767 -19.28686
H 16.43361 10.79318 -17.87581
O 18.32813 8.57130 -17.27118
H 17.94383 9.25034 -17.82566
H 18.32465 7.78515 -17.81724
O 20.77220 9.48474 -15.46884
H 20.75736 9.83732 -16.35862
H 19.91719 9.06801 -15.36154

Results
* HOMO (spin up / spin down): -16.2 / -16.0 eV
* charge: +1
* multiplicity: 2

Löwdin atomic charge list, values in e, 8 entries:
1. O -0.029
2. H 0.067
3. H 0.052
4. O 0.159
5. H 0.035
6. H 0.105
7. O 0.376
8. H 0.126



Model ii:
# H6O3

3 unconnected molecules or ions with the total composition H6O3 (ωB97M-V/def2-TZVPD, the Open Molecules 2025 dataset).

Element x y z (Å)
O -1.76534 -0.51085 1.84541
H -0.79094 -0.35654 1.67731
H -2.23342 -0.21952 0.98793
O 0.86456 0.84893 0.32122
H 0.57038 1.77624 0.19607
H 1.13712 0.43352 -0.49508
O 0.73032 -0.40990 -1.92848
H 1.21294 -0.06181 -2.73864
H 1.46759 -0.99732 -1.53276

Results
* HOMO (spin up / spin down): -17.0 / -16.0 eV
* charge: +1
* multiplicity: 2

Löwdin atomic charge list, values in e, 8 entries:
1. O 0.262
2. H 0.117
3. H 0.172
4. O 0.156
5. H 0.128
6. H 0.005
7. O -0.073
8. H 0.116



Going by the energies, model i is most stable and the next is 6.2 kcal/mol up.